Model 1:
DFT (ωB97M-V/def2-TZVPD) results for a cluster of 3 separate species, C4H14O2S2 in total.

Geometry (Å):
C 2.88076 1.66545 -0.27030
C 3.16584 0.85017 -1.56480
S 2.50108 -0.81703 -1.73448
S 1.10830 -1.13748 -2.99401
C -0.48637 -1.19953 -2.37436
C -0.84780 -1.70998 -0.95147
H 2.61234 1.21475 0.65453
H 2.13779 2.50294 -0.57677
H 3.63640 2.31242 -0.03485
H 4.24251 0.53274 -1.44214
H 3.11521 1.39587 -2.48988
H -0.95468 -0.20135 -2.43075
H -1.21965 -1.80864 -2.95708
H -0.40303 -2.81776 -0.84889
H -1.79225 -1.70860 -0.51228
H -0.35198 -1.10894 -0.09373
H -2.28050 1.60883 3.19633
H -3.18769 2.55760 3.96940
O -2.88417 1.53206 3.97261
H -3.83811 -0.45998 3.08735
H -3.40100 -1.83545 3.60341
O -3.75300 -1.36809 2.79217

The charge is 0. Its highest occupied orbital energy is -8.58 eV. Its spin multiplicity is 1. As for the SMILES: CCSSCC.O.O.

Atom charges from the Löwdin analysis, given in e for atoms 1 to 4: -0.15 -0.57 0.46 0.47

=====

Model 2:
DFT (ωB97M-V/def2-TZVPD) results for a cluster of 3 separate species, C4H14O2S2 in total.

Geometry (Å):
C 0.18216 -1.27964 1.13149
C 0.82846 -0.49012 0.04565
C 1.20846 -2.14365 1.87605
S 1.36523 -1.95601 3.65932
S 2.33995 -0.28203 4.08479
C 1.17822 1.08892 3.99737
H -0.20666 -0.61007 1.91989
H -0.67001 -1.85607 0.77027
H 1.62231 -0.92009 -0.57598
H 0.13233 0.05143 -0.59891
H 1.46260 0.33765 0.44862
H 0.81955 -3.16179 1.86753
H 2.17490 -2.17350 1.34544
H 0.17804 0.77884 3.59222
H 1.13799 1.64733 4.92442
H 1.31285 1.78090 3.16636
H -4.33097 1.31623 -5.59657
H -3.43297 2.52391 -5.19359
O -3.51525 1.78755 -5.78840
H -1.66594 1.10389 -5.67045
H -1.19381 1.52842 -4.34622
O -0.92745 0.92792 -5.05931

The charge is 0. Its highest occupied orbital energy is -8.71 eV. Its spin multiplicity is 1. As for the SMILES: CCCSSC.O.O.

Atom charges from the Löwdin analysis, given in e for atoms 1 to 4: -0.32 -0.14 -0.57 0.47

=====

Bottom line: model 2, by a margin of 141.2 kJ/mol.

=====

Model 1:
DFT (ωB97M-V/def2-TZVPD) results for a cluster of 6 separate species, H11O5S in total.

Geometry (Å):
S -0.40463 -0.32466 -0.05301
H 0.50178 -1.29847 -0.19078
H -2.77975 -1.09945 -0.39056
H -3.50914 -1.06891 -1.62325
O -3.59698 -1.50095 -0.75699
H 1.99738 3.22089 1.99069
H 0.72676 3.85664 1.58616
O 1.46711 4.00325 2.18904
H -1.71273 2.35896 -1.50537
H -1.83658 1.27784 -0.45182
O -2.37331 1.83149 -1.04808
H 2.94869 -0.42578 0.85050
H 2.26138 -0.08678 -0.48385
O 3.12172 -0.20246 -0.06455
H 1.66688 -3.13792 -0.87721
H 1.29970 -3.60556 0.47357
O 2.07935 -3.50226 -0.08461

The charge is -1. Its highest occupied orbital energy is -4.11 eV. Its spin multiplicity is 1.

Atom charges from the Löwdin analysis, given in e for atoms 1 to 4: 0.08 -0.43 -0.08 0.02

=====

Model 2:
DFT (ωB97M-V/def2-TZVPD) results for a cluster of 6 separate species, H11O5S in total.

Geometry (Å):
S 0.29245 1.32488 0.33273
H 0.22521 1.52218 1.65911
H 1.61499 -1.12586 -1.37649
H 1.78466 -1.28880 0.13992
O 1.34204 -1.73382 -0.66649
H -1.69957 -2.40902 -0.60771
H -1.08071 -1.73063 -1.86480
O -1.76287 -2.38498 -1.60695
H -0.60921 -0.14510 1.68016
H -0.35268 -1.26996 2.77334
O -1.01775 -0.88238 2.29682
H -3.29290 0.59507 -1.08796
H -1.87970 1.33469 -0.79253
O -2.79336 1.49147 -1.03181
H 3.19069 2.11232 -0.63803
H 2.51288 2.26293 0.55252
O 3.52583 2.32701 0.23817

The charge is -1. Its highest occupied orbital energy is -4.41 eV. Its spin multiplicity is 1.

Atom charges from the Löwdin analysis, given in e for atoms 1 to 4: 0.16 -0.32 0.02 0.05

=====

Bottom line: model 1, by a margin of 28.9 kJ/mol.